The following is a DFT calculation (wB97M-V/def2-TZVPD) of a 12-piece molecular cluster, C78H168N12O12 overall at a distorted geometry.

## Properties
Kohn-Sham gap: 8.6 eV
Electronic energy: -4632.32915 hartree
Structure (SMILES): CC1(C)CCCC(C)(C)N1O.CC1(C)CCCC(C)(C)N1O.CC1(C)CCCC(C)(C)N1O.CC1(C)CCCC(C)(C)N1O.CC1(C)CCCC(C)(C)N1O.CC1(C)CCCC(C)(C)N1O.CC1(C)CCCC(C)(C)N1O.CN(C)C=O.CN(C)C=O.CN(C)C=O.CN(C)C=O.CN(C)C=O
Max |F|: 0.067 hartree/bohr

The geometry in XYZ format:
```
270
Properties=species:S:1:pos:R:3:lowdin_charge:R:1
H -0.250 -2.336 -3.571 0.115
H -6.215 -0.201 -3.184 0.119
H 0.920 -1.155 0.489 0.116
H 0.345 -6.438 -3.853 0.058
O -1.552 -6.081 -1.056 -0.059
H -2.184 3.283 0.266 0.052
C 5.332 1.300 3.988 -0.006
H -3.031 -4.133 -1.341 0.085
H -1.105 -4.689 4.936 0.089
C -2.898 0.481 -5.992 -0.004
H -6.659 -1.460 -6.670 0.088
H 6.199 1.887 -2.795 0.102
H 5.052 4.900 0.065 0.092
C 1.929 0.218 -3.246 -0.042
N -0.547 -5.109 -1.400 -0.067
H -3.760 2.334 -3.968 0.108
C 6.225 3.497 2.221 -0.024
H 7.744 -1.177 1.428 0.092
H -3.753 1.685 3.083 0.063
C 1.322 -0.158 0.337 -0.310
H 4.482 0.002 -2.688 0.105
H -4.164 8.275 -2.103 0.082
H 5.005 4.052 4.790 0.077
H -6.993 -2.598 -4.374 0.080
H 1.524 -5.018 3.325 0.088
H -4.223 -1.680 0.666 0.080
C 4.660 -6.374 3.800 -0.142
C -1.096 -4.104 -2.334 -0.444
C 4.231 1.036 -3.007 -0.122
H 5.413 -2.767 -0.032 0.054
H 5.827 2.188 4.567 0.098
C -6.121 5.525 -1.105 -0.155
H 1.245 -4.293 -4.084 0.119
H 0.930 6.434 -4.768 0.109
H -2.338 -0.318 -2.750 0.077
H 5.948 1.032 3.147 0.043
N 0.604 4.890 -3.182 -0.162
C 0.157 6.054 -3.996 -0.029
H -1.027 -0.967 6.757 0.101
C -4.281 1.379 -3.930 -0.121
C -2.321 -3.346 -1.633 -0.004
H 6.711 -5.532 1.969 0.092
C -4.278 5.688 -2.710 -0.026
C -3.696 4.901 0.400 -0.493
H 3.253 -4.182 1.544 0.054
H 3.683 -2.511 1.786 0.084
C -0.975 -3.629 1.890 -0.310
N 4.623 -3.933 4.088 -0.088
H 1.743 2.308 0.512 0.079
H 3.199 -6.348 2.212 0.085
H 1.590 1.005 -2.596 0.064
H 5.670 3.713 -4.413 0.103
H 4.456 5.636 2.873 0.116
N -4.721 0.001 3.537 -0.075
H -5.603 1.446 -5.652 0.103
H 7.253 -4.133 4.378 0.093
H -1.096 -0.832 0.294 0.064
H 3.190 -1.179 -4.757 0.064
C -4.043 -0.920 1.433 -0.029
H -6.012 -2.229 -3.034 0.082
H -2.776 -5.938 2.506 0.107
H -1.974 5.629 1.622 0.086
H 1.628 -2.499 4.005 0.093
O -3.190 -2.094 -4.817 -0.040
C 6.725 -5.107 4.460 -0.031
O 7.587 0.968 -0.881 0.021
N 2.685 2.142 -4.589 -0.081
H 1.994 -3.049 2.034 0.068
H -6.361 0.450 1.501 0.078
H -7.102 -2.168 4.204 0.109
C -5.230 -2.377 3.222 -0.109
H -4.649 -1.637 5.901 0.118
C -0.371 1.655 6.117 -0.017
H -7.573 -0.285 4.555 0.057
H -6.863 3.586 -0.425 0.123
C -6.052 -2.285 4.490 -0.208
H -5.236 8.337 -0.805 0.084
H 2.409 4.543 -6.176 0.086
H 7.011 -2.725 -0.856 0.102
H 2.632 -7.260 3.642 0.114
H -1.018 -4.013 0.858 0.122
H -4.343 4.556 -2.700 0.072
C 3.243 -3.770 3.649 -0.502
H 6.856 0.362 1.405 0.077
H 6.596 3.373 3.259 0.073
H -4.178 -2.589 3.401 0.102
H -4.885 2.156 5.314 0.106
H 2.958 4.781 2.708 0.114
O -1.920 1.791 3.750 -0.007
C -2.714 3.955 -0.400 -0.006
C -1.025 0.277 0.273 -0.035
H -3.015 -1.826 -5.702 0.057
C 4.710 3.610 1.960 -0.483
H -5.595 -3.005 2.475 0.104
C -2.946 5.113 1.725 -0.041
H 6.554 2.710 1.512 0.084
H 2.154 0.792 2.691 0.078
H -1.095 2.130 6.823 0.105
C -0.531 -0.719 5.820 -0.055
C 4.004 4.155 4.415 -0.165
H -7.204 1.012 5.628 0.071
C -5.663 1.335 -4.563 -0.173
H -1.415 -3.096 4.294 0.031
H 5.402 -2.339 4.711 0.151
H -1.461 0.696 1.164 0.061
N -3.965 6.210 -0.224 -0.097
H 2.642 0.229 4.312 0.086
H -4.519 1.147 -2.881 0.118
H 0.237 -2.436 -1.954 0.084
H 0.878 2.191 -5.262 0.072
C 6.814 -0.724 1.173 -0.071
H -6.015 -3.268 4.914 0.105
C 1.367 -3.764 -3.096 -0.153
H 5.922 1.132 -4.390 0.093
H 6.498 -5.253 5.523 0.087
C 3.017 0.569 3.317 -0.031
H -1.660 1.147 -3.477 0.060
C 3.295 4.402 -5.540 -0.020
H -3.019 -1.162 1.870 0.074
H -5.300 -0.446 -6.781 0.037
N 0.359 0.807 0.333 -0.155
C -5.899 4.117 -0.595 -0.179
H 7.338 -5.916 4.110 0.077
H -7.353 -0.755 2.436 0.061
C 3.934 1.757 3.508 -0.518
H 4.552 -0.260 -5.284 0.072
C -1.663 -4.126 4.179 -0.007
H -2.150 -0.243 -6.371 0.083
H 2.315 -3.040 5.586 0.102
H 0.097 -7.668 -2.611 0.086
C -5.575 -1.286 5.458 -0.123
C 1.616 5.125 -2.201 -0.070
C -1.629 0.707 4.208 -0.365
C 3.209 -6.378 3.308 -0.153
H 2.225 -5.211 4.926 0.118
C -5.022 4.247 0.668 -0.138
C 3.043 -3.331 2.187 -0.018
O 4.605 1.365 1.378 -0.102
H -4.854 3.324 1.210 0.105
O 1.752 1.985 -5.614 -0.039
H -3.266 6.088 -2.778 0.073
C 0.781 -5.804 -1.752 -0.518
C 2.591 -2.730 4.541 -0.043
C -1.671 -4.685 -3.640 -0.045
H -1.234 -6.618 3.134 0.096
C 2.452 -5.117 3.849 -0.106
H 1.867 4.303 -1.558 0.060
H -2.050 4.606 -0.930 0.065
H -6.331 2.193 -4.260 0.128
H -7.238 -0.259 -4.560 0.130
N -1.318 -4.569 2.779 -0.173
H -0.047 2.456 5.456 0.079
H -2.510 1.498 -6.105 0.093
O -2.801 7.003 -0.345 -0.004
H -2.800 4.187 2.295 0.070
H -3.588 5.743 2.414 0.101
H 1.722 -7.097 -3.044 0.104
H -2.799 -2.667 -2.380 0.068
H 5.220 -7.202 3.299 0.130
C -5.631 -1.356 -6.358 -0.004
H -1.312 -6.195 1.423 0.064
H -2.006 -0.235 3.727 0.141
H 2.304 2.977 3.985 0.088
C -5.064 7.770 -1.731 -0.053
H -6.303 -1.122 6.259 0.122
H 2.689 -5.165 -2.156 0.111
H 6.023 -1.080 1.834 0.078
H -3.159 3.319 -1.193 0.071
H -2.012 -2.639 -0.888 0.043
O -0.787 -2.439 2.179 -0.049
C 0.018 -3.068 -2.780 -0.110
H 0.512 1.350 6.646 0.071
C -5.474 0.154 4.777 -0.494
H 3.156 5.010 -4.641 0.054
H 3.833 1.736 -7.110 0.106
C 4.892 3.086 -4.066 -0.117
C -3.374 0.227 -4.486 -0.463
C -6.491 -0.603 1.788 -0.007
H -3.215 7.806 -0.114 0.067
C 0.662 2.214 0.309 -0.030
H 6.751 -0.381 -2.145 0.122
C -4.845 6.302 -1.403 -0.533
C 6.970 -0.043 -1.136 -0.369
C 4.399 4.110 0.510 -0.025
C -6.955 0.597 4.667 -0.032
C -4.796 1.122 5.694 -0.035
H -5.348 3.510 -1.358 0.090
C 5.802 -4.949 2.173 -0.053
H 2.032 -7.413 -0.891 0.107
C -1.657 -5.897 2.403 -0.061
C 6.055 -2.196 -0.656 -0.018
H -5.096 -2.202 -6.759 0.082
H 6.172 -3.977 1.852 0.070
H 2.906 -0.069 -6.082 0.094
O -4.568 1.224 2.799 -0.060
H 0.426 -7.256 -0.266 0.063
H 1.644 -6.158 0.264 0.056
H -1.599 0.664 -0.620 0.095
H 0.562 -0.754 5.890 0.086
O -0.881 3.384 -4.180 -0.024
H 3.333 4.445 0.514 0.076
C 4.500 2.297 -6.388 -0.042
C 3.799 2.954 -5.234 -0.436
H 4.428 3.537 -3.182 0.106
H 0.486 2.856 -2.791 0.114
C 0.089 3.664 -3.468 -0.336
H -5.637 4.900 1.366 0.138
C 1.255 -6.671 -0.583 -0.029
H 6.672 4.404 1.815 0.079
H 1.242 5.973 -1.603 0.102
C -6.190 -0.057 -4.282 -0.166
H 4.972 3.059 -6.976 0.075
H -0.770 -1.458 5.082 0.048
H 5.278 0.412 4.633 0.078
H -5.954 7.978 -2.401 0.110
H 4.832 -6.587 4.893 0.127
H -5.197 1.001 6.699 0.093
H -0.008 2.702 1.068 0.105
N 3.946 2.380 2.186 -0.061
H 2.604 5.394 -2.565 0.073
C 3.046 0.822 -4.034 -0.501
H -6.829 5.560 -1.939 0.126
C 0.665 -6.790 -2.891 -0.036
C -5.405 -1.231 -4.830 -0.532
N -0.888 0.550 5.277 -0.157
H -2.728 -4.310 4.388 0.086
C 1.748 -4.722 -1.978 -0.161
H 3.843 1.619 -2.101 0.135
H 2.250 -0.685 -2.720 0.083
H -1.314 -0.377 -4.274 0.075
N 6.498 -0.854 -0.184 -0.168
H 5.605 -2.088 -1.636 0.069
H -6.618 -1.111 0.874 0.055
C -5.972 -2.410 -4.099 -0.044
H 5.251 1.589 -6.063 0.055
H -7.126 1.369 3.879 0.103
H 2.997 2.275 5.396 0.120
H -3.668 0.280 -6.729 0.046
H 3.634 -0.178 2.799 0.078
H 2.154 -2.977 -3.281 0.104
H 1.838 -4.205 -0.997 0.133
H 3.914 0.969 0.791 0.061
H 5.103 -5.329 1.423 0.082
H -5.397 -3.304 -4.362 0.091
H -2.509 -5.380 -3.525 0.087
C 5.456 -5.083 3.612 -0.538
H -1.660 -6.635 -1.856 0.089
C -2.083 0.176 -3.692 -0.041
H -3.985 -0.016 0.879 0.056
H 0.014 6.880 -3.313 0.068
O 5.438 -2.809 3.802 -0.077
H 4.641 3.264 -0.151 0.068
H 0.471 2.633 -0.709 0.067
H -4.930 6.120 -3.522 0.099
C -5.143 -0.982 2.564 -0.462
O 2.537 -0.030 0.179 -0.027
H -0.937 -4.986 -4.409 0.078
C 5.458 1.737 -3.610 -0.180
C 3.238 2.780 4.436 -0.110
H -2.241 -3.837 -4.040 0.050
H -3.771 0.909 5.708 0.044
H 1.144 -0.023 -3.943 0.074
H 3.218 -1.889 4.544 0.028
H -0.846 5.853 -4.451 0.093
C 3.471 -0.190 -5.127 -0.024
H 3.567 4.893 5.095 0.107
N -4.045 -1.063 -4.297 -0.059
H -6.511 6.010 -0.191 0.123
C 4.029 4.635 2.960 -0.131
H 4.112 4.846 -6.068 0.064
```